This record from OMol25 describes one molecule with the formula FH2IP2 in a non-equilibrium geometry. The level of theory is ωB97M-V/def2-TZVPD.

CARTESIAN COORDINATES (ANGSTROEM)
F: -0.072 1.901 -1.049
P: 1.077 -0.702 -0.101
P: -0.478 0.855 0.186
I: -2.444 -0.330 -0.565
H: 0.298 -1.717 0.478
H: 1.619 -0.006 1.051

Its expectation value of S² is 2.009. The value obtained for the HOMO energy (alpha / beta) is -5.54 / -9.96 eV. The HOMO-LUMO gap (alpha / beta) is 5.749 / 6.502 eV. Its multiplicity is 3.


This record from OMol25 describes one molecule with the formula C4H4S3 in a non-equilibrium geometry. The level of theory is ωB97M-V/def2-TZVPD.

CARTESIAN COORDINATES (ANGSTROEM)
C: -1.061 0.034 -0.175
C: 0.336 -0.554 0.017
C: 0.343 -1.806 -0.409
C: 1.451 0.143 0.649
H: -2.245 1.854 -0.026
H: -0.643 -2.214 -0.919
H: 1.129 -2.609 -0.564
H: 0.962 0.697 1.745
S: -0.953 1.812 -0.219
S: -2.406 -0.894 0.223
S: 3.009 0.043 -0.050

The value obtained for the HOMO energy is -8.84 eV. The HOMO-LUMO gap is 7.539 eV. Its multiplicity is 1. The SMILES is C=C(C=S)C(=S)S.


This record from OMol25 describes C4H11PS as an isolated structure in a non-equilibrium geometry. The level of theory is ωB97M-V/def2-TZVPD.

CARTESIAN COORDINATES (ANGSTROEM)
C: -1.521 1.181 0.784
C: -2.183 -0.575 -1.340
C: 1.580 -0.224 1.451
C: 2.785 -0.406 -1.160
P: -1.376 -0.601 0.326
S: 1.234 0.102 -0.371
H: -0.635 1.412 1.421
H: -2.326 1.323 1.396
H: -1.611 1.763 -0.059
H: -2.322 -1.617 -1.691
H: -1.616 -0.016 -1.992
H: -3.202 -0.251 -1.268
H: 1.393 -1.242 1.671
H: 0.986 0.410 2.002
H: 2.636 0.186 1.740
H: 3.372 -1.258 -0.636
H: 2.807 -0.186 -2.273

The value obtained for the HOMO energy (alpha / beta) is -6.89 / -7.39 eV. The HOMO-LUMO gap (alpha / beta) is 7.064 / 7.405 eV. Its multiplicity is 1.


This record from OMol25 describes C19H31AsN3NaO8P2 as an isolated structure. The level of theory is ωB97M-V/def2-TZVPD.

CARTESIAN COORDINATES (ANGSTROEM)
Na: -0.174 1.086 0.881
C: -2.037 -1.954 -1.106
N: -2.021 -1.990 0.349
C: -3.280 -1.574 0.907
C: -1.423 -3.159 0.875
C: -2.126 -4.074 1.639
C: -1.525 -5.228 2.152
C: -0.193 -5.463 1.860
C: 0.533 -4.566 1.089
C: -0.027 -3.368 0.589
N: 0.646 -2.392 -0.051
C: 1.743 -2.606 -0.811
C: 1.973 -3.769 -1.577
C: 3.024 -3.876 -2.479
C: 3.911 -2.831 -2.647
C: 3.738 -1.676 -1.878
C: 2.700 -1.539 -0.968
N: 2.529 -0.360 -0.203
C: 2.601 -0.563 1.239
C: 3.299 0.797 -0.605
H: -2.785 -2.664 -1.509
H: -1.049 -2.217 -1.479
H: -2.272 -0.946 -1.443
H: -4.127 -2.235 0.637
H: -3.505 -0.574 0.528
H: -3.214 -1.520 1.994
H: -3.173 -3.891 1.849
H: -2.099 -5.920 2.758
H: 0.305 -6.348 2.244
H: 1.584 -4.757 0.907
H: 1.265 -4.584 -1.494
H: 3.128 -4.788 -3.061
H: 4.734 -2.902 -3.349
H: 4.445 -0.865 -1.990
H: 3.619 -0.832 1.569
H: 1.912 -1.347 1.545
H: 2.340 0.374 1.736
H: 4.387 0.663 -0.461
H: 2.992 1.652 -0.003
H: 3.122 1.016 -1.660
O: 1.475 2.100 4.500
P: -0.046 2.360 4.015
O: -0.885 2.697 5.182
O: -0.449 1.305 3.025
O: 0.165 3.744 3.118
P: 0.994 3.716 1.745
O: 1.352 5.296 1.602
O: 2.244 2.918 1.932
O: 0.082 3.392 0.610
H: 2.027 2.149 3.696
H: 2.009 5.543 2.258
C: -4.628 2.029 -0.843
As: -2.808 2.479 -0.307
C: -2.317 4.089 -1.250
C: -2.925 2.987 1.546
O: -1.842 1.199 -0.644
H: -5.297 2.882 -0.725
H: -4.972 1.203 -0.222
H: -4.612 1.707 -1.883
H: -3.021 4.885 -1.006
H: -2.313 3.911 -2.324
H: -1.315 4.328 -0.892
H: -3.854 3.545 1.682
H: -2.053 3.588 1.787
H: -2.914 2.104 2.183

Its net charge is -2. The value obtained for the HOMO energy is -0.67 eV. The HOMO-LUMO gap is 4.451 eV. Its multiplicity is 1.


This record from OMol25 describes a 2-piece molecular cluster, C12H15I overall in a non-equilibrium geometry. The level of theory is ωB97M-V/def2-TZVPD.

CARTESIAN COORDINATES (ANGSTROEM)
C: -2.363 -0.081 -0.875
C: -2.019 0.630 0.222
C: -0.364 -1.336 -0.748
C: -1.555 -1.151 -1.321
C: -0.692 0.408 0.920
C: 0.243 -0.606 0.297
C: 1.613 1.601 -1.260
C: 2.333 1.861 -0.334
C: -1.845 -1.940 -2.579
C: -1.140 -0.162 2.360
C: 3.276 2.249 0.832
C: 1.326 -0.922 1.025
I: 2.865 -2.314 0.293
H: -3.218 0.213 -1.438
H: -2.548 1.469 0.613
H: 0.318 -2.016 -1.329
H: -0.042 1.303 1.106
H: 1.026 1.470 -2.103
H: -2.044 -2.966 -2.362
H: -2.724 -1.543 -3.032
H: -1.038 -1.956 -3.215
H: -0.475 0.281 3.111
H: -2.058 0.072 2.571
H: -0.939 -1.294 2.321
H: 3.394 1.350 1.517
H: 4.175 2.385 0.297
H: 2.928 3.176 1.338
H: 1.567 -0.182 1.775

The value obtained for the HOMO energy (alpha / beta) is -7.60 / -7.60 eV. The HOMO-LUMO gap (alpha / beta) is 7.594 / 7.593 eV. Its multiplicity is 1. The SMILES is CC1=C/C(=C\I)[C@H](C)C=C1.C#CC.


This record from OMol25 describes C5H11NPTi as an isolated structure in a non-equilibrium geometry. The level of theory is ωB97M-V/def2-TZVPD.

CARTESIAN COORDINATES (ANGSTROEM)
C: 0.536 0.755 -1.220
C: 0.163 0.072 -2.365
C: -0.186 -1.288 -2.439
C: -0.285 -2.141 -1.319
C: 0.011 -1.783 -0.004
Ti: -0.625 0.019 0.177
P: 0.161 2.389 1.170
H: 0.953 1.746 -1.325
H: 0.209 0.636 -3.290
H: -0.336 -1.737 -3.440
H: 0.120 -2.582 0.728
H: -0.549 -3.200 -1.477
H: -0.887 2.941 1.993
H: 0.354 3.512 0.310
H: 1.285 2.599 2.054
N: -0.268 -0.411 2.323
H: -0.954 0.049 2.933
H: 0.661 -0.146 2.683
H: -0.362 -1.428 2.508

Its expectation value of S² is 2.012. Its net charge is -1. The value obtained for the HOMO energy (alpha / beta) is 0.38 / -2.80 eV. The HOMO-LUMO gap (alpha / beta) is 2.481 / 6.127 eV. Its multiplicity is 3.


Computed values of electronic energy (unit: hartree) for the preceding records, in sequence: -1081.34813 -1349.24419 -898.39191 -4589.98125 -763.76298 -1442.47680.